Below is a single C5H4ClNO molecule at a distorted geometry, with properties calculated with the ωB97M-V functional and the def2-TZVPD basis.

The geometry in XYZ format:
```
12
Properties=species:S:1:pos:R:3:nbo_charge:R:1
C 1.08 -2.33 0.88 0.39
C 1.60 -0.18 -0.39 0.70
C 0.65 0.88 0.17 -0.52
C -0.69 0.42 -0.40 -0.22
C -1.75 0.02 0.36 -0.18
N 1.26 -1.36 0.24 -0.64
O 2.35 -0.10 -1.28 -0.46
Cl -3.24 -0.37 -0.45 -0.03
H 0.83 0.77 1.21 0.24
H 0.73 1.92 -0.33 0.25
H -0.83 0.37 -1.44 0.23
H -1.99 -0.05 1.42 0.23
```

relative energy (zero: lowest compared OMol25 entry of this formula, charge and spin): 59.7 kcal/mol
orbital gap: 9.62 eV
maximum force: 4.3 eV Å⁻¹
total charge: 0
spin multiplicity: 1